Entry 1:
This record from the OMol25 dataset describes the ion C2H2N3O4S with charge -1 at a distorted geometry. The level of theory is ωB97M-V/def2-TZVPD.

Structure (ORCA input):
```
! wB97M-V def2-TZVPD RIJCOSX def2/J DEFGRID3
* xyz -1 1
O 0.3943 0.1121 2.1401
C 0.0050 -0.2433 1.0616
N -0.9428 -1.3041 0.8478
C -0.9422 -1.4971 -0.5709
N -0.0694 -0.7221 -1.1546
N 0.4863 0.0252 -0.2655
S 0.8929 1.7883 -0.5804
O 1.8403 1.5274 -1.6948
O -0.4098 2.1743 -1.0152
O 1.4412 2.2903 0.6562
H -1.0453 -1.9643 1.5770
H -1.6506 -2.1866 -1.0013
*
```

Results
frontier orbital gap = 0.310 Eh
SMILES = O=c1[nH]cnn1S(=O)(=O)[O-]
HOMO = -4.84 eV
E_LUMO = 3.60 eV


Entry 2:
This record from the OMol25 dataset describes the ion C2H2N3OS with charge +1 at a distorted geometry. The level of theory is ωB97M-V/def2-TZVPD.

Structure (ORCA input):
```
! wB97M-V def2-TZVPD RIJCOSX def2/J DEFGRID3
* xyz 1 1
C 1.0856 0.5110 0.9611
C -0.4053 0.0946 -0.5770
N 1.0271 1.5107 0.1754
N 0.1062 1.3138 -0.6983
N 0.1921 -0.4751 0.5736
O -2.0288 -1.6909 -1.3722
S -1.7266 -0.3672 -1.6724
H 1.7283 0.5285 1.7688
H 0.0213 -1.4254 0.8409
*
```

Results
frontier orbital gap (spin up / spin down) = 0.255 / 0.255 Eh
HOMO (spin up / spin down) = -15.55 / -15.55 eV
E_LUMO (spin up / spin down) = -8.62 / -8.62 eV


Entry 3:
This record from the OMol25 dataset describes an isolated molecule of C2H2N4 at a distorted geometry. The level of theory is ωB97M-V/def2-TZVPD.

Structure (ORCA input):
```
! wB97M-V def2-TZVPD RIJCOSX def2/J DEFGRID3
* xyz 0 1
C -0.9723 0.0980 -0.1680
C 0.2427 0.7386 0.0024
N 1.4568 0.2771 0.0121
N 1.4768 -0.9682 -0.1315
N 0.2956 -1.6972 0.0235
N -0.8629 -1.1465 0.1075
H -1.8844 0.7874 -0.2929
H 0.2477 1.9109 0.4468
*
```

Results
frontier orbital gap = 0.338 Eh
SMILES = c1cnnnn1
HOMO = -9.82 eV
E_LUMO = -0.61 eV


Entry 4:
This record from the OMol25 dataset describes a cluster of 2 separate species, C2H2N4 in total at a distorted geometry. The level of theory is ωB97M-V/def2-TZVPD.

Structure (ORCA input):
```
! wB97M-V def2-TZVPD RIJCOSX def2/J DEFGRID3
* xyz 2 1
C 1.2611 1.0165 -2.7626
C -0.8738 -1.6221 2.3306
N 0.7237 0.5015 0.0946
N 0.5349 -0.2694 0.9662
N 1.1364 1.3057 -0.5789
N -0.2640 -0.9337 1.6334
H 1.7406 1.9675 -3.1342
H -1.4220 -2.3083 2.9604
*
```

Results
frontier orbital gap = 0.288 Eh
HOMO = -20.86 eV
E_LUMO = -13.03 eV